[1]
The following is a quantum chemistry calculation of one molecule with the formula CH2N2O3 in a non-equilibrium geometry, from the Open Molecules 2025 dataset.

Last column: Löwdin charge in e.
Cartesian coordinates (Å):
N 0.706 -0.603 -1.162  0.067
N 0.689 0.257 -0.184  -0.030
O 0.365 -0.160 1.291  0.063
C -0.821 0.527 1.260  -0.615
O -1.662 0.684 2.071  0.166
O -0.736 0.969 -0.019  0.065
H -0.065 -1.248 -1.542  0.173
H 1.524 -0.426 -1.714  0.111

Computed properties:
charge: 0
energy above the lowest of the compared OMol25 structures with the same formula, charge and spin: 2.118 eV
SMILES string: Nn1oc(=O)o1
total energy: -10187.978 eV

---

[2]
The following is a quantum chemistry calculation of a 2-piece molecular cluster, C7H13IO4 overall in a non-equilibrium geometry, from the Open Molecules 2025 dataset.

Last column: Löwdin charge in e.
Cartesian coordinates (Å):
O -3.118 1.608 3.442  0.174
C -3.500 1.027 2.504  -0.685
O -3.378 -0.297 2.419  0.144
O -4.104 1.679 1.514  0.048
C -3.532 1.412 0.229  -0.168
C -2.060 1.852 0.098  -0.256
C -1.120 0.619 -0.064  -0.642
I 0.750 0.913 0.949  0.797
H -2.714 -0.534 3.079  0.141
H -4.117 1.985 -0.486  0.125
H -3.613 0.364 -0.076  0.123
H -1.961 2.407 -0.835  0.107
H -1.720 2.479 0.919  0.084
H -1.643 -0.243 0.347  0.027
H -0.955 0.397 -1.114  0.046
C 4.449 -1.003 -0.413  -0.029
C 3.387 -1.052 -1.484  -0.528
C 3.063 -2.405 -2.070  -0.025
O 2.820 -0.051 -1.854  0.020
H 4.580 0.025 -0.081  0.080
H 4.147 -1.614 0.440  0.084
H 5.397 -1.369 -0.810  0.084
H 2.703 -3.074 -1.288  0.084
H 3.952 -2.831 -2.539  0.084
H 2.287 -2.295 -2.824  0.080

Computed properties:
charge: 0
SMILES string: O=C(O)OCCCI.CC(C)=O
total energy: -23760.139 eV

---

[3]
The following is a quantum chemistry calculation of C20H19IMgN4O7S2 as an isolated structure, from the Open Molecules 2025 dataset.

Last column: Löwdin charge in e.
Cartesian coordinates (Å):
Mg 0.234 0.751 0.630  0.552
O 0.969 1.390 2.539  -0.091
C 2.379 1.515 2.707  -0.133
C 3.102 0.985 1.489  -0.269
C 4.487 0.933 1.457  -0.021
C 5.103 0.481 0.305  -0.042
C 4.322 0.104 -0.779  -0.030
C 2.950 0.175 -0.656  -0.094
N 2.353 0.600 0.462  0.076
H 0.517 2.232 2.675  0.119
H 2.681 0.947 3.590  0.128
H 2.654 2.559 2.862  0.144
H 5.064 1.244 2.318  0.122
H 6.182 0.430 0.248  0.113
H 4.765 -0.244 -1.701  0.113
H 2.288 -0.104 -1.465  0.116
O -0.800 -0.215 -3.431  -0.279
S -1.384 0.030 -2.142  0.504
O -2.452 -0.886 -1.750  -0.322
O -0.372 0.068 -1.069  -0.391
C -2.183 1.640 -2.254  -0.198
C -3.147 1.619 -3.259  -0.065
C -3.909 2.735 -3.552  -0.060
C -3.712 3.902 -2.834  -0.062
C -2.759 3.937 -1.832  -0.055
C -1.985 2.820 -1.526  -0.198
S -0.825 3.086 -0.179  0.517
O -0.936 4.466 0.196  -0.287
O 0.504 2.657 -0.633  -0.325
O -1.232 2.142 0.899  -0.353
H -3.290 0.704 -3.817  0.116
H -4.649 2.688 -4.340  0.108
H -4.295 4.788 -3.051  0.108
H -2.591 4.840 -1.265  0.107
N -1.803 -1.494 0.973  0.037
C -2.512 -2.263 1.806  -0.084
C -1.961 -2.132 3.064  -0.054
C -0.909 -1.228 2.888  -0.152
N -0.820 -0.845 1.618  -0.003
H -1.992 -1.310 -0.019  0.100
H -3.346 -2.842 1.446  0.125
H -2.276 -2.613 3.973  0.095
H -0.214 -0.837 3.612  0.100
I 2.666 -2.704 2.540  0.880
C 1.405 -3.182 0.919  -0.783
C 0.442 -4.166 1.078  -0.143
C -0.358 -4.441 -0.018  -0.069
C -0.172 -3.732 -1.194  -0.049
C 0.822 -2.769 -1.230  -0.131
N 1.608 -2.498 -0.183  0.033
H 0.322 -4.684 2.018  0.094
H -1.129 -5.199 0.052  0.113
H -0.792 -3.901 -2.063  0.115
H 0.983 -2.177 -2.123  0.108

Computed properties:
charge: 0
total energy: -76562.231 eV